Formula: C12H26O3Sb
Source: OMol25
Level of theory: ωB97M-V with the def2-TZVPD basis set

Net charge: -1
Lowest unoccupied orbital energy: 3.34 eV
Highest occupied orbital energy: -3.92 eV

Each line ends with the Löwdin charge.
Element x y z (Å)
C  3.688  3.507  -0.513  0.084
C  2.997  3.215  -1.451  -0.165
C  2.052  2.877  -2.517  -0.228
C  2.117  1.405  -3.014  -0.322
C  0.766  0.699  -2.853  -0.411
Sb  0.527  -0.231  -0.842  1.077
C  -1.412  -1.116  -1.379  -0.359
C  -2.611  -0.181  -1.146  -0.291
C  -3.506  -0.732  -0.053  -0.259
O  -4.553  0.175  0.303  -0.204
C  -4.343  0.828  1.538  -0.127
O  0.384  -1.120  1.052  -0.476
C  1.383  -2.037  1.354  -0.391
C  1.853  -1.879  2.800  -0.431
C  0.713  -2.179  3.783  -0.051
O  2.429  -0.594  2.996  -0.047
H  4.279  4.002  0.217  0.007
H  2.247  3.551  -3.353  0.102
H  1.042  3.090  -2.168  0.102
H  2.904  0.855  -2.498  0.077
H  2.377  1.439  -4.077  0.085
H  0.719  -0.130  -3.565  0.030
H  -0.057  1.385  -3.069  0.039
H  -0.265  1.220  -0.203  -0.052
H  2.083  0.398  -0.336  -0.040
H  1.306  -1.701  -1.483  -0.045
H  -1.359  -1.415  -2.425  0.036
H  -1.518  -1.994  -0.739  0.037
H  -3.218  -0.150  -2.056  0.099
H  -2.314  0.846  -0.912  0.066
H  -2.911  -0.995  0.828  0.114
H  -3.988  -1.651  -0.398  0.117
H  -4.801  1.815  1.475  0.077
H  -3.280  0.955  1.751  0.087
H  -4.816  0.266  2.350  0.078
H  0.996  -3.065  1.244  0.111
H  2.272  -1.915  0.717  0.075
H  2.662  -2.608  2.943  0.124
H  0.774  -1.518  4.651  0.067
H  -0.250  -2.086  3.288  0.070
H  0.840  -3.190  4.175  0.067
H  1.901  -0.109  3.632  0.069